Below is a structure of composition C24H43Br2N3O21PS5, with properties calculated with the ωB97M-V functional and the def2-TZVPD basis.

Properties
* net charge: +1
* electronic energy: -276589.8279 eV
* M: 1060.725 g/mol
* gap between HOMO and LUMO: 0.3262 Eh
* highest occupied orbital energy: -11.311 eV
* E_LUMO: -2.434 eV

Each line ends with the Mulliken charge.
Geometry (Å):
1 S -7.314 6.096 -1.431  1.033
2 C -3.283 -2.682 3.333  -0.381
3 C -1.920 -0.245 2.462  -0.907
4 N 3.188 -2.321 2.999  -0.511
5 O -2.473 4.569 0.419  -0.614
6 C 3.561 -4.333 -1.353  0.459
7 C -1.999 -2.331 3.728  0.381
8 H -2.295 8.063 -1.790  0.353
9 C 9.693 -0.559 -2.634  -0.334
10 O 2.058 0.027 -1.389  -0.083
11 H -2.743 -1.451 -0.119  0.386
12 H -3.313 -3.040 0.385  0.484
13 S -3.396 5.659 0.339  1.116
14 H -3.703 -2.381 2.379  0.434
15 N -1.178 -1.542 2.723  0.679
16 H -9.816 6.799 -2.755  0.295
17 H -9.340 8.512 -2.731  0.311
18 S 4.605 -4.222 -3.600  1.111
19 O -7.469 4.774 -1.919  -0.587
20 C 1.316 -0.893 2.207  0.124
21 O -8.490 6.385 -0.380  -0.343
22 H 0.980 -0.418 1.292  -0.261
23 H -1.119 7.477 0.259  0.270
24 H -0.601 -0.352 -0.038  -0.115
25 C -2.898 7.727 -0.951  -0.313
26 H 0.147 -0.518 3.974  0.474
27 O 5.267 -5.289 -4.255  -0.575
28 H 3.659 1.571 -3.016  0.327
29 H 0.613 -2.208 3.690  0.693
30 H -2.950 -4.792 1.428  0.316
31 S 7.916 -2.237 -3.097  1.314
32 O -6.085 6.548 -0.891  -0.379
33 H -0.142 1.071 2.182  0.590
34 N -4.103 -3.388 4.115  -0.612
35 C -2.154 7.808 0.365  -0.342
36 C 10.218 -1.493 -3.703  -0.379
37 H 10.111 -1.060 -4.700  0.286
38 C 2.351 -1.958 1.895  -0.287
39 O 7.010 -2.205 -4.181  -0.537
40 C 2.588 -4.961 -2.328  -0.419
41 H -3.830 8.295 -0.922  0.214
42 H -8.806 8.416 -0.353  0.268
43 C -1.028 0.621 0.219  -1.330
44 C -0.790 -4.302 1.827  -0.548
45 H 4.163 -2.323 2.721  0.334
46 O 2.174 0.364 -3.770  -0.353
47 H 9.962 0.478 -2.813  0.313
48 C -1.106 0.849 1.733  -0.173
49 H -0.524 -2.360 5.323  0.518
50 O 4.823 -2.869 -3.961  -0.398
51 O 0.268 -0.852 -2.829  -0.583
52 H -2.235 -5.564 2.814  0.322
53 Br -2.514 0.545 4.170  0.044
54 O -3.224 6.341 -1.095  -0.240
55 O -2.837 6.879 1.217  -0.354
56 H 1.559 -4.660 -2.143  0.277
57 C 3.384 -0.252 -1.878  0.390
58 H 1.896 -0.127 2.738  0.626
59 H -0.484 1.436 -0.251  0.665
60 H 10.037 -0.859 -1.641  0.291
61 C -1.505 -2.655 4.985  -0.331
62 C -2.428 -2.474 0.085  -1.378
63 H 2.928 -3.217 3.394  0.249
64 H -2.172 8.804 0.799  0.321
65 C 0.223 -1.306 3.224  -1.182
66 H -2.825 -0.370 1.873  0.986
67 O 4.824 -4.384 -2.020  -0.333
68 H 3.472 -1.329 -2.037  -0.564
69 O -4.768 5.492 0.628  -0.510
70 O 0.496 1.591 -2.456  -0.546
71 O 7.647 -2.980 -1.917  -0.602
72 H -4.255 -4.333 5.933  0.418
73 O 2.452 -2.434 0.805  -0.445
74 P -0.953 -2.588 1.146  0.334
75 Br -2.113 2.545 1.893  0.228
76 H -2.037 -3.697 6.795  0.443
77 O 8.269 -0.722 -2.683  -0.333
78 H -0.024 -4.732 1.173  0.641
79 H -10.282 7.430 -0.450  0.307
80 H -2.054 0.697 -0.152  0.384
81 C -2.356 -3.394 5.808  -0.749
82 H 4.238 0.108 -3.846  0.339
83 O 9.376 -2.648 -3.622  -0.329
84 C -9.146 7.533 -2.302  -0.346
85 H 2.654 -6.052 -2.310  0.367
86 H 4.129 0.069 -1.155  0.383
87 H -0.321 -4.270 2.813  0.399
88 S 1.067 0.303 -2.625  1.128
89 O -7.796 7.130 -2.563  -0.320
90 C 3.476 0.507 -3.183  -0.479
91 O 3.016 -4.502 -3.609  -0.355
92 H -2.107 -2.885 -0.879  0.487
93 H 11.255 -1.771 -3.540  0.313
94 H 3.610 -4.865 -0.407  0.305
95 C -9.255 7.523 -0.792  -0.304
96 C -2.024 -5.228 1.794  -1.313
97 H -1.812 -6.145 1.244  0.345
98 H 3.319 -3.288 -1.167  -0.291
99 C -3.606 -3.729 5.301  -0.405

Atoms 1-2, force components in eV/Å:
S -0.2691 0.2067 -0.0778
C -0.2959 -0.2168 0.4796